1.
ORCA calculation (ωB97M-V/def2-TZVPD) on BrH4N2P in the gas phase.

ORCA input file:
```
! RIJCOSX wB97M-V def2-TZVPD def2/J DEFGRID3
* xyz 0 1
N -0.271 -1.272 -0.047
P 0.654 -0.429 1.019
N -0.028 1.114 0.716
Br 2.996 -0.187 -0.079
H -0.513 -0.876 -1.024
H -0.308 -2.244 -0.051
H 0.593 1.800 1.152
H -0.959 1.523 0.425
*
```

Output
orbital gap = 9.09 eV
total energy = -82377.269 eV
LUMO level = 0.266 eV
SMILES = NP(N)Br
E_HOMO = -8.8 eV
energy relative to the best compared isomer or geometry (same formula, charge and spin) = 7.0 kcal per mole

2.
ORCA calculation (ωB97M-V/def2-TZVPD) on 2 unconnected molecules or ions with the total composition BrH8NSi3.

ORCA input file:
```
! RIJCOSX wB97M-V def2-TZVPD def2/J DEFGRID3
* xyz 0 1
N -0.117 0.034 -0.853
Si -1.263 1.376 -0.647
Si -0.092 -1.402 0.310
Si 2.633 1.110 0.877
Br 4.114 -0.152 -0.256
H -0.403 2.585 -0.071
H -2.254 0.898 0.384
H -1.838 1.492 -2.062
H -0.852 -0.895 1.497
H -0.622 -2.396 -0.620
H 1.207 -1.605 0.556
H 0.180 -0.108 -1.749
H 2.721 0.047 1.995
*
```

Output
orbital gap = 7.97 eV
total energy = -95293.966 eV
LUMO level = -0.794 eV
E_HOMO = -8.8 eV
energy relative to the best compared isomer or geometry (same formula, charge and spin) = 67.5 kcal per mole

3.
ORCA calculation (ωB97M-V/def2-TZVPD) on a gas-phase ion, BrHNO (charge -1).

ORCA input file:
```
! RIJCOSX wB97M-V def2-TZVPD def2/J DEFGRID3
* xyz -1 1
O -0.148 -1.857 -0.058
N -0.335 -0.546 0.579
Br -2.429 0.129 -0.053
H 0.433 -0.070 0.051
*
```

Output
orbital gap (spin up / spin down) = 7.49 / 7.55 eV
total energy = -73594.219 eV
LUMO level (spin up / spin down) = 4.257 / 4.065 eV
SMILES = [O-]NBr
E_HOMO (spin up / spin down) = -3.2 / -3.5 eV
energy relative to the best compared isomer or geometry (same formula, charge and spin) = 25.3 kcal per mole

4.
ORCA calculation (ωB97M-V/def2-TZVPD) on a molecular structure, BrMn.

ORCA input file:
```
! RIJCOSX wB97M-V def2-TZVPD def2/J DEFGRID3
* xyz 2 7
Mn 0.842 0.377 -0.893
Br -0.842 -0.377 0.893
*
```

Output
orbital gap (spin up / spin down) = 9.59 / 7.33 eV
total energy = -101338.738 eV
LUMO level (spin up / spin down) = -13.563 / -15.420 eV
<S²> = 12.00
E_HOMO (spin up / spin down) = -23.1 / -22.7 eV
energy relative to the best compared isomer or geometry (same formula, charge and spin) = 0.0 kcal per mole

5.
ORCA calculation (ωB97M-V/def2-TZVPD) on 2 unconnected molecules or ions with the total composition BrO2S2.

ORCA input file:
```
! RIJCOSX wB97M-V def2-TZVPD def2/J DEFGRID3
* xyz -1 1
O -0.355 1.422 0.666
O -1.238 -0.221 -1.116
S -0.519 -1.297 1.555
S -0.493 0.095 0.121
Br 2.606 0.002 -1.225
*
```

Output
orbital gap (spin up / spin down) = 6.18 / 6.18 eV
total energy = -95809.086 eV
LUMO level (spin up / spin down) = 1.512 / 1.512 eV
E_HOMO (spin up / spin down) = -4.7 / -4.7 eV
energy relative to the best compared isomer or geometry (same formula, charge and spin) = 12.5 kcal per mole

6.
ORCA calculation (ωB97M-V/def2-TZVPD) on 14 unconnected molecules or ions with the total composition C102H213N11O22.

ORCA input file:
```
! RIJCOSX wB97M-V def2-TZVPD def2/J DEFGRID3
* xyz 0 1
C 0.478 10.213 2.952
C 0.532 8.729 2.693
O -0.475 8.287 3.519
C -1.265 9.284 4.016
O -2.219 9.008 4.769
O -0.628 10.407 3.856
H 0.602 10.961 2.169
H 1.375 10.314 3.563
H 1.542 8.349 2.847
H 0.336 8.599 1.628
C -2.467 -2.292 3.431
C -2.727 -1.847 4.804
O -1.991 -2.572 5.777
C -1.489 -3.655 5.089
O -0.635 -4.451 5.493
O -1.671 -3.482 3.765
H -2.115 -1.552 2.712
H -3.395 -2.519 2.906
H -3.747 -2.143 5.050
H -2.773 -0.759 4.862
C -4.931 -0.609 -1.584
C -4.604 -1.154 -2.965
O -4.082 -0.003 -3.589
C -4.217 1.195 -2.893
O -3.912 2.295 -3.436
O -4.786 0.811 -1.693
H -4.434 -1.085 -0.739
H -5.932 -0.958 -1.331
H -5.454 -1.596 -3.484
H -3.791 -1.874 -2.875
C 5.436 -3.176 1.693
C 5.344 -4.356 2.701
C 4.890 -3.701 4.031
C 4.171 -4.620 5.090
C 3.070 -5.510 4.400
C 3.553 -6.149 3.085
N 4.362 -5.311 2.136
O 4.671 -6.043 1.040
C 4.316 -7.437 3.405
C 2.346 -6.669 2.328
C 6.746 -5.058 2.794
H 6.055 -2.318 1.956
H 4.507 -2.848 1.227
H 5.951 -3.493 0.786
H 5.771 -3.325 4.551
H 4.119 -2.994 3.723
H 3.803 -4.063 5.951
H 4.915 -5.288 5.524
H 2.094 -5.037 4.290
H 2.873 -6.309 5.114
H 3.551 -8.029 3.907
H 4.556 -8.063 2.546
H 5.247 -7.491 3.969
H 1.775 -5.747 2.218
H 2.556 -7.080 1.341
H 1.592 -7.315 2.780
H 7.324 -4.260 3.260
H 7.131 -5.553 1.903
H 6.732 -5.807 3.586
H 5.209 -6.793 1.302
C 0.831 -10.685 -3.009
C -0.350 -9.615 -2.998
C 0.185 -8.309 -2.279
C -0.820 -7.072 -2.472
C -0.905 -6.809 -4.009
C -1.414 -8.045 -4.931
N -0.782 -9.240 -4.344
O -1.081 -10.314 -5.207
C -2.938 -8.166 -4.951
C -0.760 -7.621 -6.300
C -1.487 -10.134 -2.169
H 1.828 -10.387 -3.332
H 0.532 -11.472 -3.701
H 0.938 -11.279 -2.101
H 0.344 -8.387 -1.203
H 1.063 -7.990 -2.841
H -0.423 -6.169 -2.008
H -1.813 -7.151 -2.029
H 0.082 -6.382 -4.192
H -1.745 -6.116 -4.035
H -3.287 -8.771 -5.788
H -3.283 -8.713 -4.074
H -3.458 -7.208 -4.979
H -0.852 -8.460 -6.990
H -1.115 -6.675 -6.710
H 0.328 -7.579 -6.254
H -1.828 -11.080 -2.590
H -2.382 -9.522 -2.063
H -1.229 -10.272 -1.119
H -1.884 -10.618 -4.778
C 6.990 1.920 2.787
C 6.926 1.901 4.305
C 5.580 1.283 4.785
C 5.678 -0.233 4.829
C 6.850 -0.722 5.641
C 8.197 -0.106 5.217
N 8.112 1.352 4.999
O 9.285 1.931 4.591
C 9.277 -0.459 6.307
C 8.720 -0.824 3.896
C 6.815 3.340 4.727
H 8.017 2.081 2.459
H 6.418 2.726 2.327
H 6.690 1.007 2.272
H 5.550 1.604 5.826
H 4.754 1.636 4.167
H 5.744 -0.538 3.785
H 4.784 -0.677 5.269
H 6.947 -1.775 5.376
H 6.776 -0.530 6.711
H 10.310 -0.278 6.011
H 9.054 0.219 7.132
H 9.344 -1.510 6.587
H 9.334 -1.661 4.229
H 7.930 -1.187 3.239
H 9.296 -0.188 3.225
H 6.893 3.411 5.812
H 5.910 3.817 4.351
H 7.663 3.961 4.438
H 9.525 2.522 5.308
C 2.390 5.498 -1.744
C 1.887 6.953 -1.181
C 1.795 8.063 -2.280
C 0.520 7.957 -3.135
C -0.663 8.044 -2.249
C -0.750 6.896 -1.262
N 0.537 6.835 -0.472
O 0.511 5.830 0.434
C -1.861 7.286 -0.225
C -1.217 5.510 -1.849
C 3.092 7.335 -0.234
H 3.186 5.641 -2.475
H 1.525 5.006 -2.188
H 2.804 4.790 -1.026
H 1.741 9.063 -1.850
H 2.754 7.996 -2.794
H 0.448 7.002 -3.655
H 0.527 8.721 -3.913
H -1.640 8.104 -2.728
H -0.507 8.996 -1.741
H -1.743 8.179 0.388
H -2.780 7.362 -0.806
H -1.905 6.503 0.532
H -0.489 4.735 -1.609
H -2.273 5.332 -1.646
H -0.998 5.483 -2.917
H 3.116 8.423 -0.174
H 4.052 7.188 -0.729
H 3.208 6.710 0.651
H 0.713 5.075 -0.124
C -0.861 5.683 5.969
C -0.589 4.775 4.738
C 0.891 5.034 4.515
C 1.867 4.487 5.636
C 1.643 2.957 5.755
C 0.220 2.586 6.020
N -0.804 3.270 5.207
O -2.177 3.043 5.519
C -0.029 1.125 5.608
C -0.041 2.807 7.537
C -1.476 5.184 3.510
H -1.886 5.463 6.267
H -0.731 6.726 5.679
H -0.294 5.434 6.866
H 1.284 4.609 3.592
H 1.100 6.103 4.487
H 1.792 5.114 6.525
H 2.880 4.620 5.256
H 2.347 2.663 6.533
H 1.889 2.518 4.788
H 0.075 0.846 4.559
H 0.843 0.560 5.937
H -0.882 0.647 6.090
H -1.065 2.667 7.886
H 0.524 2.107 8.153
H 0.291 3.796 7.852
H -1.925 6.160 3.690
H -2.205 4.420 3.240
H -0.923 5.368 2.589
H -2.181 3.453 6.387
C -2.052 0.779 0.807
C -0.604 0.897 0.326
C -0.239 2.299 0.697
C 1.245 2.800 0.823
C 1.706 1.749 1.904
C 1.653 0.172 1.578
N 0.303 -0.105 1.043
O 0.104 -1.505 0.669
C 2.691 -0.148 0.540
C 2.023 -0.523 2.919
C -0.451 0.690 -1.208
H -2.097 0.619 1.885
H -2.724 -0.025 0.508
H -2.674 1.626 0.515
H -0.652 2.908 -0.106
H -0.788 2.668 1.563
H 1.372 3.796 1.247
H 1.780 2.657 -0.116
H 1.197 1.907 2.855
H 2.775 1.905 2.046
H 2.683 0.632 -0.221
H 3.718 -0.175 0.902
H 2.547 -1.090 0.010
H 2.739 0.042 3.516
H 1.103 -0.481 3.503
H 2.191 -1.598 2.868
H -1.226 1.249 -1.731
H -0.539 -0.298 -1.662
H 0.570 0.970 -1.469
H 0.400 -1.592 -0.240
C -7.118 5.868 3.915
C -5.559 5.555 3.813
C -5.385 4.097 4.424
C -5.583 2.950 3.502
C -4.683 3.078 2.239
C -5.152 4.495 1.470
N -5.028 5.608 2.435
O -5.003 6.826 1.860
C -4.016 4.777 0.405
C -6.530 4.321 0.820
C -4.723 6.471 4.768
H -7.744 5.073 3.512
H -7.406 6.723 3.303
H -7.372 6.088 4.952
H -4.381 3.918 4.807
H -6.017 3.923 5.295
H -6.642 2.989 3.248
H -5.416 1.967 3.943
H -4.938 2.209 1.633
H -3.635 2.997 2.525
H -3.922 3.983 -0.337
H -4.176 5.581 -0.313
H -3.019 4.724 0.842
H -6.470 3.667 -0.050
H -7.314 4.136 1.554
H -6.906 5.278 0.459
H -4.824 7.503 4.431
H -3.651 6.275 4.779
H -5.068 6.174 5.758
H -4.075 7.032 1.724
C -6.513 3.746 -6.928
C -7.539 4.220 -5.809
C -8.887 3.479 -6.143
C -9.872 3.477 -5.187
C -9.318 2.748 -3.977
C -8.136 3.489 -3.388
N -7.060 3.738 -4.464
O -5.891 4.228 -3.948
C -8.515 4.774 -2.666
C -7.442 2.353 -2.493
C -7.731 5.790 -5.825
H -7.007 3.843 -7.895
H -6.165 2.719 -6.813
H -5.522 4.187 -7.033
H -9.425 4.014 -6.926
H -8.739 2.449 -6.469
H -10.656 2.824 -5.572
H -10.535 4.303 -4.931
H -9.029 1.712 -4.154
H -10.038 2.596 -3.173
H -9.419 4.776 -2.058
H -7.749 5.426 -2.247
H -9.022 5.424 -3.379
H -8.085 2.042 -1.670
H -7.067 1.584 -3.168
H -6.568 2.723 -1.957
H -7.453 6.273 -4.889
H -8.772 6.098 -5.931
H -7.380 6.269 -6.739
H -5.249 3.570 -4.224
C 4.262 -2.629 -2.171
C 2.961 -3.534 -2.538
C 2.038 -2.771 -3.474
C 2.538 -2.711 -4.981
C 2.857 -4.192 -5.539
C 3.663 -5.089 -4.590
N 3.110 -4.871 -3.216
O 3.656 -5.825 -2.423
C 3.405 -6.512 -5.182
C 5.241 -4.903 -4.711
C 2.277 -3.846 -1.234
H 4.042 -1.578 -1.986
H 5.046 -2.657 -2.927
H 4.834 -2.957 -1.302
H 1.078 -3.280 -3.391
H 1.802 -1.799 -3.041
H 3.473 -2.152 -4.950
H 1.836 -2.268 -5.687
H 3.574 -4.086 -6.353
H 2.077 -4.823 -5.963
H 3.812 -6.760 -6.163
H 4.049 -7.099 -4.527
H 2.386 -6.895 -5.135
H 5.584 -5.645 -3.990
H 5.609 -5.202 -5.693
H 5.645 -3.905 -4.543
H 2.809 -4.114 -0.321
H 1.550 -4.656 -1.277
H 1.573 -3.023 -1.106
H 2.820 -6.187 -2.121
C -2.984 -4.147 -1.325
O -4.015 -4.038 -2.361
C -4.979 -5.086 -2.332
C -5.880 -5.025 -3.594
N -7.271 -5.330 -3.200
C -8.171 -4.977 -4.294
C -9.697 -5.374 -4.064
O -9.707 -6.857 -3.957
C -11.086 -7.376 -4.011
H -3.577 -4.163 -0.410
H -2.456 -3.196 -1.387
H -2.184 -4.810 -1.655
H -5.478 -5.153 -1.365
H -4.404 -6.009 -2.406
H -5.582 -5.473 -4.542
H -5.860 -3.972 -3.873
H -7.314 -6.237 -2.757
H -7.991 -5.550 -5.204
H -8.086 -3.979 -4.726
H -10.276 -5.119 -4.952
H -10.148 -4.990 -3.150
H -10.898 -8.444 -4.121
H -11.571 -6.887 -4.856
H -11.761 -7.283 -3.161
C 5.737 1.391 -0.225
O 6.054 -0.034 -0.162
C 7.199 -0.550 -0.869
C 7.652 0.017 -2.358
N 8.922 -0.568 -2.915
C 8.730 -1.963 -3.313
C 7.790 -2.269 -4.570
O 7.911 -1.288 -5.618
C 7.005 -1.450 -6.684
H 5.038 1.693 0.555
H 5.301 1.602 -1.201
H 6.698 1.861 -0.019
H 6.997 -1.617 -0.775
H 8.066 -0.366 -0.235
H 7.755 1.090 -2.194
H 6.891 -0.050 -3.135
H 9.365 -0.052 -3.663
H 8.709 -2.725 -2.533
H 9.712 -2.100 -3.764
H 6.744 -2.308 -4.268
H 7.984 -3.241 -5.024
H 6.101 -1.985 -6.394
H 7.564 -1.754 -7.569
H 6.624 -0.461 -6.939
*
```

Output
orbital gap = 7.64 eV
total energy = -170636.004 eV
LUMO level = 0.203 eV
E_HOMO = -7.4 eV